C4H7N2S | ωB97M-V with the def2-TZVPD basis set

Kohn-Sham gap ... 6.60 eV
Charge ... +1
LUMO energy ... -0.22955 hartree
Calculated total energy ... -663.8570 hartree
ΔE to the lowest compared entry with this formula, charge and spin ... 136.6 kcal/mol
SMILES string ... C=CN(S)[C@H]1C=[NH+]1

Last column: Mulliken charge in e.
Geometry (Å):
H1 0.154828 1.833172 0.392691  0.219
H2 0.583952 -1.697485 1.162726  0.429
H3 -2.025149 2.691948 -0.414693  0.265
N1 2.156025 -0.161261 0.681804  -0.251
C1 2.134735 -1.032524 -0.268943  0.061
S1 -1.761238 -1.290431 0.067451  -0.199
H4 2.731235 -1.607985 -1.084689  0.364
H5 2.708662 0.047640 1.575070  0.354
H6 -2.002966 -1.689784 -1.215786  0.210
C2 -1.845590 1.667018 -0.373430  -0.839
C3 0.888012 -0.873657 0.423305  0.040
H7 -2.745896 1.110738 -0.656411  0.243
N2 -0.296083 -0.232465 -0.204037  -0.208
C4 -0.680522 1.235076 -0.085062  0.310

Atomic forces in eV per Å
H -1.074 -0.524 -1.093
H 0.639 1.176 -1.125
H -0.038 1.702 0.406
N 0.808 -1.276 0.873
C 1.445 -0.140 -1.008
S 1.475 0.515 -0.539
H -0.692 1.338 1.750
H -0.552 0.209 -1.942
H 0.392 0.252 0.437
C -2.900 0.043 -1.062
C -3.632 -0.391 0.720
H 0.804 -0.241 -0.014
N -1.266 -0.055 0.887
C 4.592 -2.608 1.709